*w*
13
Properties=species:S:1:pos:R:3:lowdin_charge:R:1 method="wB97M-V/def2-TZVPD" smiles="C#CC=C=C.C#C" spin_multiplicity=1 gap_ev=10.15 homo_energy_ev=-9.2 charge=0
C -0.423 2.698 0.654 0.1297
C 2.742 -0.503 -0.054 0.0280
C -0.109 1.661 0.107 -0.1298
C 1.600 0.105 -0.313 -0.0662
C -2.743 -1.731 -0.587 0.0405
C -2.067 -1.344 0.316 0.0251
C 0.352 0.435 -0.453 -0.1574
H -0.771 3.429 1.281 -0.0011
H 3.657 -0.198 -0.660 0.0887
H -3.398 -2.329 -1.073 -0.0096
H 2.836 -1.071 0.810 0.0335
H -1.347 -1.058 0.927 -0.0206
H -0.329 -0.094 -0.955 0.0391

*x*
13
Properties=species:S:1:pos:R:3:lowdin_charge:R:1 method="wB97M-V/def2-TZVPD" spin_multiplicity=1 gap_ev="8.51 / 8.51" homo_energy_ev="-8.4 / -8.4" charge=0
C -2.320 0.869 0.419 -0.1334
C -2.957 -0.256 0.401 -0.0124
C -1.037 1.416 0.709 0.1035
C 0.009 0.797 0.167 -0.2310
C -2.017 -0.711 -0.762 -0.2091
C -1.077 0.467 -0.838 -0.1203
C 1.473 0.917 0.238 -0.0527
H -1.806 -1.770 -0.563 0.1058
H -2.557 -0.730 -1.761 0.1273
H -1.219 0.879 -1.891 0.1628
H 2.001 0.092 0.649 0.0603
H 1.779 1.708 0.954 0.0930
H 1.875 1.153 -0.798 0.1063

Going by the computed energies, the most stable comes first: *w*, *x*.

*w*
13
Properties=species:S:1:pos:R:3:lowdin_charge:R:1 method="wB97M-V/def2-TZVPD" spin_multiplicity=1 gap_ev=9.62 homo_energy_ev=-9.0 charge=0
C -0.432 0.894 2.652 0.1235
C 0.318 -0.948 0.978 -0.1297
C 0.047 0.112 1.880 -0.1468
C -1.528 0.994 -1.472 0.1160
C 0.880 -0.023 -1.417 -0.2072
C 0.632 -1.121 -0.379 -0.0742
C -0.374 0.689 -1.556 -0.1492
H -0.667 1.719 3.251 0.0171
H -0.106 -1.913 1.330 0.1093
H 1.653 0.514 -0.912 0.1030
H 1.260 -0.366 -2.425 0.1311
H 0.643 -2.142 -0.742 0.0938
H -2.328 1.591 -1.187 0.0133

*x*
13
Properties=species:S:1:pos:R:3:lowdin_charge:R:1 method="wB97M-V/def2-TZVPD" smiles="C1=CC=CC=CC=1" spin_multiplicity=1 gap_ev=8.68 homo_energy_ev=-8.3 charge=0
C 0.015 -1.147 -0.059 -0.1176
C 1.312 -0.816 0.139 -0.0865
C -0.445 1.544 0.249 -0.0894
C 0.791 1.266 -0.117 -0.0667
C -1.316 -0.573 -0.348 -0.1111
C 1.902 0.540 -0.236 -0.0308
C -1.783 0.698 -0.092 0.0079
H -0.095 -2.228 0.150 0.0998
H 2.021 -1.509 0.460 0.0747
H -0.366 2.037 1.231 0.0986
H -2.143 -1.329 -0.477 0.1094
H 2.857 0.593 -0.643 0.0715
H -2.749 0.926 -0.256 0.0403

Going by the computed energies, the most stable comes first: *x*, *w*.

*w*
55
Properties=species:S:1:pos:R:3:lowdin_charge:R:1 method="wB97M-V/def2-TZVPD" spin_multiplicity=1 gap_ev=9.70 homo_energy_ev=-13.1 charge=+1
C 5.708 -4.944 -1.493 -0.1737
C 5.137 -3.652 -2.363 -0.3778
P 4.171 -2.535 -1.152 1.0443
C 2.293 -2.422 -1.472 -0.3757
N 1.696 -3.579 -2.241 -0.1700
C 1.787 -4.894 -1.498 -0.1375
H 6.773 -5.311 -1.860 0.1065
H 5.755 -4.722 -0.334 0.0686
H 4.902 -5.801 -1.641 0.0781
H 4.511 -4.092 -3.250 0.0975
H 6.098 -3.136 -2.834 0.1145
H 4.333 -3.105 0.185 0.0411
H 4.843 -1.229 -1.164 0.0425
H 1.771 -2.416 -0.398 0.1055
H 1.995 -1.372 -1.951 0.1331
H 2.107 -3.699 -3.192 0.1054
H 1.933 -4.797 -0.340 0.1006
H 0.820 -5.557 -1.688 0.1134
H 2.694 -5.489 -1.964 0.0754
C -0.412 -2.265 3.056 -0.0541
C -1.304 -1.717 4.179 -0.4298
C -2.666 -1.204 3.726 -0.2881
F -2.568 -0.185 2.844 0.0830
F -3.372 -0.719 4.785 0.1005
F -0.618 -0.767 4.870 0.1287
F -1.512 -2.740 5.066 0.1096
O 0.566 -1.366 2.525 0.0243
C 0.088 -0.468 1.524 -0.4694
C 0.123 1.000 1.972 -0.2568
F -0.593 1.197 3.108 0.1005
F -0.419 1.813 1.027 0.0921
F -1.141 -0.869 1.119 0.1276
F 0.908 -0.638 0.451 0.0974
H 0.183 -3.074 3.502 0.1520
H -0.987 -2.758 2.264 0.1456
H -3.262 -2.000 3.269 0.1778
H 1.149 1.326 2.161 0.1777
C -2.719 3.512 -0.656 -0.0627
C -2.347 3.747 -2.127 -0.4309
C -1.361 4.884 -2.367 -0.2912
F -1.833 6.076 -1.943 0.0881
F -1.112 5.029 -3.698 0.0904
F -3.485 3.911 -2.854 0.1275
F -1.778 2.590 -2.590 0.0947
O -3.938 4.110 -0.205 0.0355
C -3.838 5.481 0.179 -0.4739
C -4.634 6.418 -0.740 -0.2634
F -4.246 6.301 -2.035 0.0867
F -4.444 7.719 -0.395 0.0976
F -2.530 5.819 0.277 0.1205
F -4.337 5.549 1.443 0.1396
H -2.895 2.432 -0.552 0.1490
H -1.886 3.716 0.027 0.1319
H -0.403 4.696 -1.871 0.1732
H -5.704 6.198 -0.689 0.1771

*x*
55
Properties=species:S:1:pos:R:3:lowdin_charge:R:1 method="wB97M-V/def2-TZVPD" spin_multiplicity=1 gap_ev=9.79 homo_energy_ev=-13.1 charge=+1
C 5.607 -4.863 -1.524 -0.1395
C 5.069 -3.588 -2.325 -0.3588
P 4.118 -2.514 -1.141 1.0902
C 2.272 -2.376 -1.489 -0.3696
N 1.698 -3.463 -2.262 -0.1439
C 1.751 -4.771 -1.569 -0.1070
H 6.605 -5.191 -1.878 0.0881
H 5.650 -4.688 -0.427 0.0563
H 4.859 -5.671 -1.686 0.0664
H 4.477 -3.970 -3.180 0.0835
H 5.972 -3.086 -2.741 0.0933
H 4.255 -3.096 0.155 0.0394
H 4.778 -1.244 -1.113 0.0382
H 1.771 -2.384 -0.493 0.0807
H 2.019 -1.380 -1.923 0.1107
H 2.116 -3.558 -3.181 0.1011
H 1.862 -4.694 -0.468 0.0897
H 0.833 -5.366 -1.782 0.0953
H 2.606 -5.355 -1.988 0.0695
C -0.420 -2.290 3.099 -0.0267
C -1.279 -1.852 4.312 -0.4414
C -2.737 -1.449 4.054 -0.3099
F -2.857 -0.390 3.238 0.1002
F -3.324 -1.099 5.219 0.1066
F -0.623 -0.879 4.977 0.1364
F -1.322 -2.923 5.149 0.1136
O 0.483 -1.335 2.499 0.0248
C 0.039 -0.439 1.519 -0.5145
C 0.116 1.025 1.973 -0.2863
F -0.591 1.243 3.086 0.1237
F -0.387 1.833 1.011 0.0963
F -1.173 -0.796 1.086 0.1622
F 0.873 -0.602 0.458 0.1035
H 0.256 -3.049 3.497 0.1452
H -1.009 -2.810 2.344 0.1416
H -3.305 -2.281 3.627 0.1744
H 1.151 1.314 2.172 0.1770
C -2.615 3.565 -0.730 -0.0409
C -2.195 3.732 -2.212 -0.4353
C -1.145 4.799 -2.547 -0.3131
F -1.530 6.042 -2.235 0.1079
F -0.904 4.801 -3.882 0.0926
F -3.302 3.903 -2.962 0.1359
F -1.658 2.534 -2.593 0.0933
O -3.833 4.187 -0.284 0.0353
C -3.848 5.526 0.134 -0.5253
C -4.705 6.416 -0.775 -0.2888
F -4.290 6.378 -2.053 0.1037
F -4.631 7.702 -0.369 0.1045
F -2.595 5.978 0.290 0.1505
F -4.396 5.527 1.362 0.1513
H -2.825 2.499 -0.615 0.1436
H -1.791 3.759 -0.044 0.1284
H -0.199 4.593 -2.036 0.1698
H -5.748 6.096 -0.750 0.1762

Going by the computed energies, the most stable comes first: *x*, *w*.

*w*
9
Properties=species:S:1:pos:R:3:lowdin_charge:R:1 method="wB97M-V/def2-TZVPD" spin_multiplicity=1 gap_ev="9.36 / 9.28" homo_energy_ev="-15.3 / -15.5" charge=+1
C -0.798 0.032 -0.812 -0.0034
C 0.643 -0.054 0.444 -0.1329
N 0.460 0.481 -0.883 0.1386
N -0.597 -0.695 0.289 0.0915
H -1.614 0.146 -1.374 0.1271
H 1.485 -0.566 0.735 0.0708
H 0.595 0.812 2.188 0.2911
H 1.051 0.942 -1.622 0.2111
H -1.225 -1.097 1.035 0.2060

*x*
9
Properties=species:S:1:pos:R:3:lowdin_charge:R:1 method="wB97M-V/def2-TZVPD" smiles="[H]/N=C/C=[NH2+]" spin_multiplicity=1 gap_ev=9.38 homo_energy_ev=-15.2 charge=+1
C 0.279 0.440 -0.023 0.0202
C -0.853 -0.496 0.101 -0.2319
N -1.994 -0.596 0.494 0.1698
N 1.602 0.312 0.251 0.1843
H 0.136 1.149 -0.873 0.1712
H -0.398 -0.920 -0.877 0.1828
H -2.847 -1.138 -0.047 0.2050
H 2.056 1.138 -0.175 0.1506
H 2.019 0.110 1.150 0.1479

*y*
9
Properties=species:S:1:pos:R:3:lowdin_charge:R:1 method="wB97M-V/def2-TZVPD" spin_multiplicity=1 gap_ev=9.91 homo_energy_ev=-16.0 charge=+1
C 0.665 -0.937 -0.017 -0.1024
C -0.265 0.747 -0.162 -0.1055
N -0.616 -0.671 -0.109 0.0405
N 1.101 0.305 -0.060 0.1299
H 1.216 -1.805 -0.113 0.1391
H -0.355 1.079 -1.216 0.1638
H -0.522 1.324 0.771 0.1695
H -1.867 -1.495 0.438 0.4483
H 1.934 0.698 -0.192 0.1168

Going by the computed energies, the most stable comes first: *x*, *y*, *w*.